DFT (ωB97M-V with the def2-TZVPD basis set) results for a 11-piece molecular cluster, C57H153F3N24O17P8 overall in a non-equilibrium geometry.

CARTESIAN COORDINATES (ANGSTROEM)
P -3.607 6.901 1.358
P -3.617 2.714 -2.947
P -0.190 -5.970 -4.270
P -4.787 -4.198 0.153
P 3.393 -3.335 2.952
P 5.126 -2.200 -4.429
P -1.918 -0.517 6.268
P 2.696 5.078 -3.010
F -1.192 -1.038 -0.696
F -0.009 5.323 4.202
F 5.653 0.011 3.104
O 2.052 3.329 2.755
O -4.346 7.388 0.168
O -5.295 -5.365 -0.606
O 7.693 2.200 0.151
O -2.280 3.013 -2.447
O 2.936 0.179 -0.570
O -1.359 -1.831 6.013
O 4.570 -2.872 2.185
O 3.848 -2.406 -5.197
O 0.915 -0.614 0.157
O 1.731 6.200 -3.172
O 7.245 -0.012 0.360
O 0.465 1.867 2.093
O -0.224 -5.870 -5.712
O 5.885 1.448 1.323
O 1.069 1.140 -1.158
O 0.193 3.127 3.938
N 5.019 -2.609 -2.836
N 5.590 -0.610 -4.452
N -0.929 0.364 7.202
N -3.301 -4.545 0.753
N 6.330 -3.053 -5.171
N -2.202 0.272 4.862
N 2.099 3.720 -3.668
N -4.579 -2.786 -0.729
N -4.594 2.400 -1.638
N -2.129 6.322 0.941
N 2.981 4.740 -1.408
N 3.746 -4.362 4.197
N -4.218 3.959 -3.803
N 4.122 5.361 -3.766
N 2.397 -4.154 1.962
N -3.447 8.048 2.534
N 1.279 -6.535 -3.820
N -1.282 -7.008 -3.621
N -0.459 -4.474 -3.599
N -3.641 1.379 -3.943
N -5.886 -3.770 1.368
N -3.345 -0.618 7.043
N -4.490 5.702 2.081
N 2.604 -2.034 3.703
C 1.619 -7.920 -3.858
C -5.705 -2.806 2.407
C -0.306 1.095 -0.839
C 6.122 -3.024 -2.021
C -3.905 4.705 3.016
C -4.692 0.860 -4.708
C 6.252 -0.799 0.967
C 0.886 2.676 2.831
C -2.687 7.769 3.785
C -5.894 5.577 1.955
C 2.882 2.538 -3.841
C 2.149 4.352 3.721
C 1.779 0.221 -0.513
C 4.276 5.283 -5.195
C 2.795 -4.934 5.081
C -1.804 -8.085 -4.415
C -5.730 -1.909 -0.965
C -2.347 0.895 -4.459
C -3.630 -2.757 -1.808
C 3.733 -2.615 -2.188
C -4.038 1.910 -0.478
C 0.816 4.261 4.416
C -1.918 5.051 0.163
C -0.849 0.182 8.641
C 7.004 1.339 0.560
C 5.463 0.188 1.731
C 6.152 -4.408 -5.556
C -1.726 -7.076 -2.264
C 2.444 -5.642 -4.117
C -4.189 -1.709 6.792
C -4.176 9.259 2.696
C -3.790 4.260 -5.183
C 5.685 0.063 -5.748
C 0.631 3.535 -3.683
C -6.038 2.319 -1.718
C -2.907 -5.934 1.121
C -3.923 0.507 7.757
C -2.629 1.610 4.712
C -0.427 -0.150 0.006
C 0.247 -4.145 -2.393
C -2.233 -0.445 3.633
C 2.832 -4.904 0.830
C 3.980 3.845 -0.834
C 5.023 -5.028 4.226
C 2.876 -1.536 5.033
C -0.784 -3.284 -4.335
C 5.633 0.194 -3.285
C 1.649 -1.236 2.950
C -7.171 -4.413 1.417
C 1.016 -4.474 2.365
C -4.673 5.216 -3.139
C 0.247 1.078 6.691
C -0.922 7.174 0.963
C 5.127 6.273 -3.173
C 2.126 5.269 -0.411
C -2.453 -3.527 1.316
C 7.690 -2.627 -5.147
H 1.337 4.571 -0.115
H 3.123 -6.049 -4.878
H -4.177 5.026 4.016
H -4.803 5.040 -2.069
H 7.699 -1.564 -4.929
H 8.129 -2.906 -6.102
H -1.833 -6.017 0.958
H 0.722 -3.765 3.127
H -3.966 0.261 8.832
H 2.441 -5.928 4.713
H 4.956 3.988 -1.324
H 6.165 -0.569 -6.489
H 0.234 3.048 -2.781
H -0.578 7.370 -0.064
H 6.279 0.952 -5.695
H -0.285 -3.451 -1.712
H -4.824 -2.189 2.233
H 2.044 -8.190 -4.834
H -5.604 1.395 -4.445
H -1.440 -3.723 0.904
H -4.962 0.611 7.425
H -3.398 -6.655 0.466
H 4.778 0.458 -6.159
H -2.067 -6.085 -1.925
H -3.402 7.710 4.626
H 4.966 6.478 -2.105
H -1.087 8.167 1.350
H 3.827 2.665 -4.390
H 5.451 -5.094 5.227
H 2.990 4.045 4.369
H 0.228 1.197 5.607
H -7.843 -3.700 1.913
H -0.802 0.024 1.014
H 0.140 4.505 -3.788
H -4.461 0.939 -5.786
H 1.161 0.481 6.940
H -0.877 -7.425 -1.642
H -5.742 -1.028 -0.298
H -3.528 10.129 2.835
H -3.059 -6.199 2.164
H -0.793 1.038 -1.810
H -1.759 5.295 -0.882
H 3.664 -1.747 -1.529
H -7.123 -5.363 1.933
H 5.682 -1.317 0.210
H 3.811 6.161 -5.620
H -2.373 2.227 5.581
H 6.660 -4.570 -6.519
H 0.820 -1.006 3.623
H 3.794 4.363 -5.492
H -2.105 -0.106 -4.095
H -3.254 -0.497 3.189
H 2.443 -4.577 -0.133
H -5.583 5.531 -3.655
H -0.649 1.965 -0.295
H 6.242 1.070 -3.501
H -2.191 6.806 3.724
H 6.061 -0.263 -2.392
H -4.698 9.205 3.661
H 2.953 -2.584 -2.937
H -5.226 -1.449 6.845
H 5.735 -4.549 3.561
H 5.095 7.251 -3.684
H 1.658 6.163 -0.820
H -3.586 3.319 -5.690
H -3.942 6.031 -3.184
H -1.256 -8.201 -5.363
H 3.214 -5.004 6.084
H -2.800 -2.532 1.052
H -4.701 1.988 0.409
H -5.620 -1.471 -1.957
H -2.547 -7.792 -2.290
H 3.580 -0.709 5.010
H 3.628 -3.505 -1.548
H 1.402 -1.762 2.036
H -3.004 -1.867 -1.668
H -6.218 6.282 1.188
H 2.087 -0.250 2.707
H -2.216 2.041 3.813
H 0.031 -2.552 -4.261
H -4.091 -2.513 7.511
H -2.399 -3.578 2.411
H -3.731 1.687 4.654
H 3.906 -4.960 0.744
H 3.205 2.062 -2.911
H -1.794 -9.033 -3.888
H 4.657 0.508 -2.904
H 1.236 -3.698 -2.541
H 6.664 -1.479 1.696
H 2.442 -8.085 -3.161
H -4.866 9.390 1.850
H 4.991 -6.068 3.892
H 0.796 -8.591 -3.607
H 6.898 -2.269 -1.920
H -7.591 -4.608 0.424
H 2.069 -4.702 -4.540
H -6.310 1.286 -1.949
H 5.357 5.249 -5.370
H 6.662 -3.913 -2.372
H 1.947 -1.223 5.502
H -6.540 -2.109 2.512
H -0.982 4.606 0.532
H 2.514 -5.950 0.966
H 3.668 2.800 -0.864
H 6.646 -5.087 -4.846
H 3.414 -2.303 5.577
H -3.421 1.466 7.662
H -6.687 -2.425 -0.907
H -4.889 -0.193 -4.495
H 0.287 -4.310 1.561
H -0.778 1.152 9.142
H -2.915 4.934 -5.110
H 0.138 -0.248 8.839
H -1.647 -0.482 8.910
H -2.304 0.878 -5.544
H 6.110 5.847 -3.377
H 0.929 -5.492 2.760
H -4.046 -2.161 5.826
H 3.017 -5.476 -3.203
H -3.006 -3.644 -1.913
H 0.280 2.043 7.210
H -0.917 -3.605 -5.361
H -3.765 0.844 -0.478
H -4.447 3.785 2.800
H 0.981 4.217 5.489
H 5.084 -4.570 -5.642
H -2.818 4.440 0.248
H -6.385 5.868 2.891
H 1.912 -4.274 5.062
H -4.105 -2.691 -2.792
H -1.515 1.532 -4.167
H 4.377 0.149 1.576
H 0.335 2.918 -4.562
H 5.770 -3.269 -1.026
H 8.283 -3.115 -4.368
H -0.114 6.649 1.485
H -2.852 4.542 2.849
H -1.968 8.569 3.968
H -3.104 2.434 -0.306
H 2.710 5.496 0.483
H -2.850 -7.913 -4.737
H -6.192 4.548 1.670
H -1.702 -2.881 -3.926
H 2.191 1.789 -4.252
H -6.339 2.504 -0.691
H -6.407 3.033 -2.466
H 4.119 4.123 0.209
H -4.634 4.773 -5.637
H -5.566 -3.265 3.402
H -1.878 -1.466 3.819
H 0.478 -4.987 -1.746
H 2.324 5.372 3.404
H -1.593 0.043 2.879

structure (SMILES): CN(C)P(=O)(N(C)C)N(C)C.CN(C)P(=O)(N(C)C)N(C)C.CN(C)P(=O)(N(C)C)N(C)C.CN(C)P(=O)(N(C)C)N(C)C.CN(C)P(=O)(N(C)C)N(C)C.CN(C)P(=O)(N(C)C)N(C)C.CN(C)P(=O)(N(C)C)N(C)C.CN(C)P(=O)(N(C)C)N(C)C.O=C1OC[C@@H](F)O1.O=C1OC[C@@H](F)O1.O=C1OC[C@@H](F)O1
E_tot: -7887.6881 Eh
total charge: 0

Atom charges from the Mulliken analysis, given in e for atoms 1 to 8: P 0.33; P -0.92; P 0.13; P 0.20; P 0.26; P -0.18; P 0.03; P -0.08